DFT (wB97M-V/def2-TZVPD) results for CF4NO2S2Tb as an isolated structure.

Computed properties:
Electronic energy (eV): -61572.278
Expectation value of S²: 12.625
LUMO energy (spin up / spin down) (eV): -8.7740 / -11.5737
HOMO-LUMO gap (spin up / spin down) (Ha): 0.3538 / 0.2383

```
! wB97M-V def2-TZVPD RIJCOSX def2/J DEFGRID3
* xyz 2 7
Tb -1.759 -2.677 -0.219
F 3.344 0.056 -0.619
N 1.104 0.991 -1.008
S 2.117 0.783 0.278
O 2.668 2.104 0.627
S -0.430 0.579 -0.967
O -0.604 -0.960 -1.218
C -1.209 1.126 -2.610
F -2.522 1.122 -2.432
F -0.808 2.349 -2.908
F -0.910 0.307 -3.602
*
```

Electronic structure analysis, Löwdin charges in units of e:
1 Tb 1.89
2 F -0.25
3 N -0.40
4 S 0.99
5 O -0.26
6 S 1.01
7 O -0.80
8 C -0.72
9 F 0.17
10 F 0.19
11 F 0.19